# 1
{
  "formula": "C3H20O8",
  "method": "ωB97M-V/def2-TZVPD",
  "symbols": ["C", "C", "C", "O", "H", "H", "H", "H", "H", "H", "O", "H", "H", "O", "H", "H", "O", "H", "H", "O", "H", "H", "O", "H", "H", "O", "H", "H", "O", "H", "H"],
  "positions_angstrom": [[-1.55919, 2.43944, -2.06743], [-1.45834, 1.50238, -1.13536], [-0.94752, 0.09608, -1.33409], [-2.00557, 1.55124, 0.11736], [-1.03426, 2.28242, -3.00408], [-2.06654, 3.35816, -1.88922], [-1.56872, -0.67259, -0.84536], [-0.79272, -0.23143, -2.32814], [0.06065, -0.07075, -0.92250], [-1.29063, 1.33855, 0.75396], [-0.09222, -3.60860, 0.99470], [0.27794, -3.83856, 0.06074], [-1.03869, -3.54202, 0.90551], [-0.06680, 4.40101, -0.48852], [-0.43496, 3.95423, -1.24656], [-0.40269, 3.94554, 0.28507], [1.44696, 1.00911, 3.40181], [1.79558, 0.29793, 3.94216], [0.67739, 1.49898, 3.67138], [-1.46005, -2.40714, -2.07469], [-2.01342, -1.94266, -2.72549], [-0.81069, -2.69379, -2.72556], [1.62080, -4.19819, -0.91523], [2.23927, -4.19113, -0.14457], [2.10039, -3.49611, -1.41932], [2.31880, 2.06018, 1.08235], [2.97376, 2.49080, 1.63703], [2.46371, 1.10065, 1.11598], [0.97188, -1.35092, 1.48076], [0.39490, -2.13149, 1.15678], [0.78021, -1.33256, 2.43362]],
  "e_lumo_ev": 0.08,
  "largest_force_ev_per_a": 2.349,
  "energy_ev": -19813.526,
  "e_homo_ev": -9.091
}

# 2
{
  "formula": "C5H5BrCl2",
  "method": "ωB97M-V/def2-TZVPD",
  "symbols": ["C", "C", "C", "C", "C", "Cl", "Cl", "Br", "H", "H", "H", "H", "H"],
  "positions_angstrom": [[-2.15819, -2.54716, 0.80242], [-2.47340, -1.46920, 0.25682], [0.28453, -0.05653, -0.28874], [0.80714, 1.12687, -0.46180], [2.09581, 1.87491, -0.42485], [-3.07709, -0.02932, -0.24808], [-0.40535, 2.43720, -0.73184], [1.53187, -1.44348, 0.07014], [-2.79486, -2.90807, 1.68360], [-1.25143, -3.01052, 0.65223], [2.23735, 2.55705, 0.31722], [2.95508, 1.11762, -0.29616], [2.24854, 2.35063, -1.33096]],
  "e_lumo_ev": [-2.04, 0.20],
  "largest_force_ev_per_a": 5.684,
  "energy_ev": -100346.402,
  "e_homo_ev": [-7.559, -9.447]
}

# 3
{
  "formula": "C2H5NO3",
  "method": "ωB97M-V/def2-TZVPD",
  "symbols": ["O", "C", "N", "C", "O", "H", "H", "H", "O", "H", "H"],
  "positions_angstrom": [[0.26882, -0.52363, 1.07983], [-0.82995, -0.76141, 0.59499], [-1.95844, -0.12679, 1.10931], [-2.16189, 1.30576, 1.22365], [-3.16919, 1.69256, 0.71823], [-0.95918, -1.61889, -0.11156], [-2.90913, -0.41348, 0.72215], [-1.13448, 1.72745, 1.32559], [5.87459, -1.18539, -3.43774], [6.04981, -0.74899, -4.30077], [6.81942, -1.19290, -3.19492]],
  "e_lumo_ev": 0.41,
  "largest_force_ev_per_a": 4.653,
  "energy_ev": -9786.520,
  "e_homo_ev": -10.407
}

# 4
{
  "formula": "C28H44NO7P",
  "method": "ωB97M-V/def2-TZVPD",
  "symbols": ["C", "C", "O", "P", "O", "C", "C", "C", "C", "C", "C", "C", "C", "C", "C", "C", "C", "C", "C", "O", "C", "C", "C", "O", "N", "O", "C", "O", "O", "C", "C", "H", "H", "H", "H", "H", "H", "H", "H", "H", "H", "H", "H", "H", "H", "H", "H", "H", "H", "H", "H", "H", "H", "H", "H", "H", "H", "H", "H", "H", "H", "C", "C", "C", "C", "C", "C", "H", "H", "H", "H", "H", "H", "H", "H", "H", "H", "H", "H", "H", "H"],
  "positions_angstrom": [[7.12842, -0.56993, 1.45805], [6.95499, 0.66610, 0.36291], [6.41849, 1.82280, 1.10939], [4.69159, 1.72764, 1.31375], [4.02779, 0.41594, 0.72094], [3.92567, 3.26857, 0.45414], [2.69201, 2.81268, -0.52841], [1.29015, 2.45958, 0.31243], [0.51912, 1.06945, -0.20275], [-0.90434, 0.61241, 0.50283], [-1.74177, -0.73572, 0.00448], [-1.06978, -2.13423, 0.55038], [0.34021, -2.36226, -0.26228], [0.50537, -3.92089, -0.84532], [1.61807, -2.08306, 0.73585], [-1.48521, 1.57837, 1.70746], [-0.72590, 2.97355, 2.23063], [0.70657, 3.42945, 1.52081], [-1.47114, 3.87036, 3.42976], [-0.78304, 4.53362, 4.38406], [-3.14186, 3.84957, 3.35403], [-3.82887, 2.58345, 2.87492], [-5.45621, 2.42142, 2.70031], [-5.69790, 2.34659, 1.22100], [-5.08810, 3.48630, 0.76300], [-4.48850, 3.25562, -0.28257], [-2.92588, 1.23124, 2.48300], [-3.32518, -0.00103, 2.80946], [4.18413, 1.79904, 3.01144], [5.22907, 2.44516, 3.83387], [5.48493, 4.02019, 3.39403], [8.25940, -0.61381, 1.76984], [6.72833, -1.56374, 0.98003], [6.48751, -0.29951, 2.41578], [8.02982, 0.98191, -0.03345], [6.29613, 0.36386, -0.56958], [3.46474, 4.03590, 1.23861], [4.74973, 3.74922, -0.23400], [2.36603, 3.65513, -1.30689], [2.98588, 1.87182, -1.17842], [0.97262, 0.41009, -1.08402], [-1.77273, -0.66192, -1.18642], [-2.88432, -0.70872, 0.33602], [-1.77226, -3.05385, 0.37033], [-0.90668, -2.00962, 1.72306], [0.35610, -1.68002, -1.24037], [0.87222, -4.57599, 0.05487], [-0.57583, -4.21928, -1.23201], [1.28921, -3.84399, -1.73059], [2.61907, -2.13975, 0.13120], [1.64375, -2.99524, 1.50279], [1.53053, -1.05054, 1.31192], [1.26100, 4.41376, 1.88896], [-3.78015, 4.80274, 3.65426], [-5.87577, 1.42315, 3.19415], [-6.08022, 3.34689, 3.06988], [6.20331, 1.79674, 3.74646], [4.90274, 2.43713, 4.97530], [6.22949, 4.12789, 2.47798], [5.95959, 4.60118, 4.30028], [4.46225, 4.57544, 3.13679], [-4.61745, -1.35019, -5.28555], [-5.10794, -2.69192, -4.76149], [-4.83265, -2.88468, -3.26724], [-3.35041, -2.88655, -2.87518], [-2.49871, -3.94293, -3.58286], [-2.93477, -5.36491, -3.26674], [-3.53430, -1.24498, -5.17879], [-4.85511, -1.25166, -6.35006], [-5.09978, -0.52561, -4.75211], [-4.65842, -3.50137, -5.34330], [-6.18997, -2.75921, -4.92983], [-5.30025, -3.82155, -2.94110], [-5.33810, -2.08810, -2.70728], [-3.27729, -3.03723, -1.79243], [-2.91816, -1.89588, -3.06918], [-1.45542, -3.81802, -3.27004], [-2.51346, -3.78716, -4.66936], [-2.87495, -5.55681, -2.19072], [-2.28584, -6.08305, -3.77732], [-3.96142, -5.55702, -3.59381]],
  "e_lumo_ev": -1.59,
  "largest_force_ev_per_a": 8.683,
  "energy_ev": -54841.562,
  "e_homo_ev": -8.711
}

# 5
{
  "formula": "C3H36NO13S2",
  "method": "ωB97M-V/def2-TZVPD",
  "symbols": ["N", "C", "C", "S", "S", "C", "H", "H", "H", "H", "H", "H", "H", "H", "H", "H", "H", "H", "O", "H", "H", "O", "H", "H", "O", "H", "H", "O", "H", "H", "O", "H", "H", "O", "H", "H", "O", "H", "H", "O", "H", "H", "O", "H", "H", "O", "H", "H", "O", "H", "H", "O", "H", "H", "O"],
  "positions_angstrom": [[-1.37431, -1.27903, 2.49245], [-2.30122, -2.52071, 2.29023], [-2.16480, -3.22706, 0.90011], [-3.76616, -4.30112, 0.72696], [-3.21133, -0.72144, -2.53443], [-2.22714, -1.75186, -3.57546], [-0.94757, -0.76072, 1.62426], [-0.48003, -1.44213, 2.91515], [-1.85293, -0.51383, 3.01321], [-3.25618, -1.92058, 2.06963], [-2.32780, -3.13638, 3.15900], [-1.83929, -2.38230, 0.17547], [-1.48109, -3.93830, 0.76568], [-1.24558, -1.49063, -3.33963], [-2.62864, -1.33945, -4.62843], [-2.20305, -2.90034, -3.49806], [3.17330, -3.63428, -3.01825], [2.57888, -2.43662, -3.75498], [2.75430, -2.78589, -2.84779], [2.31187, 1.23152, -1.35876], [2.95482, 2.22810, -0.15700], [2.85420, 1.31647, -0.56372], [3.78494, 1.77726, 2.63772], [4.13236, 3.20429, 3.23765], [3.42989, 2.67791, 2.86255], [-0.12266, 0.13788, -2.09045], [1.04347, -0.85188, -2.26499], [0.75332, 0.02025, -2.44480], [-2.19300, 0.46532, -0.78052], [-4.75050, -3.38733, 0.66765], [-1.98822, -0.31755, -1.38910], [1.45196, -1.75978, 0.94679], [0.76724, -0.72220, 0.15293], [0.65096, -1.39167, 0.70740], [-0.71002, 1.84705, 0.71577], [-1.90494, 1.30716, 1.55625], [-1.27983, 1.06447, 0.82185], [0.86305, 3.74577, -3.75598], [-0.22243, 4.29165, -2.67844], [0.56138, 3.71527, -2.82254], [-2.81246, 3.24843, 2.04679], [-1.62693, 2.87928, 2.93120], [-2.48853, 2.60625, 2.69877], [1.83842, -1.81687, 3.74337], [1.83070, -0.57417, 2.84881], [1.26520, -1.17648, 3.36850], [2.64902, 0.38742, 0.66076], [3.87531, -0.36710, 1.16244], [2.99244, -0.07109, 1.44143], [0.45099, 4.25512, 1.32987], [0.52000, 4.24346, 2.78867], [0.28643, 3.67003, 2.04100], [1.75606, 2.10539, -4.80518], [0.88795, 0.99541, -4.20850], [0.98815, 1.49766, -4.98333]],
  "e_lumo_ev": -2.60,
  "largest_force_ev_per_a": 5.882,
  "energy_ev": -53465.709,
  "e_homo_ev": -10.622,
  "total_charge": 1
}

# 6
{
  "formula": "C25H23N6PdSbSe4",
  "method": "ωB97M-V/def2-TZVPD",
  "symbols": ["Pd", "N", "C", "C", "C", "C", "C", "C", "N", "C", "C", "C", "C", "N", "C", "C", "H", "H", "H", "H", "H", "H", "H", "H", "H", "C", "C", "C", "C", "C", "C", "C", "C", "N", "H", "H", "H", "H", "H", "H", "Se", "Sb", "Se", "Se", "Se", "C", "C", "C", "C", "N", "N", "C", "H", "H", "H", "H", "H", "H", "H", "H"],
  "positions_angstrom": [[2.72378, 0.73676, -0.50086], [-4.13691, -1.21058, -0.17949], [-5.50349, -1.06422, -0.16822], [-6.54384, -1.97325, -0.33087], [-7.82757, -1.46774, -0.25025], [-8.06563, -0.10321, -0.01649], [-7.02579, 0.79353, 0.13555], [-5.72237, 0.30447, 0.05169], [-4.51376, 0.96950, 0.15015], [-3.60630, 0.03794, 0.00315], [-2.15398, 0.26615, 0.00471], [-1.26358, -0.70723, 0.43309], [0.09880, -0.46894, 0.33854], [0.58586, 0.66388, -0.17054], [-0.26862, 1.61947, -0.53889], [-1.63997, 1.47095, -0.46342], [-3.63937, -2.04824, -0.46119], [-6.35070, -3.02183, -0.51520], [-8.66985, -2.13764, -0.36988], [-9.08805, 0.24907, 0.04252], [-7.20371, 1.84638, 0.31256], [-1.60862, -1.65132, 0.83541], [0.84182, -1.19860, 0.65294], [0.17669, 2.52600, -0.92953], [-2.30662, 2.25751, -0.78781], [2.64644, -0.19691, -2.35660], [1.47344, -1.06906, -2.41786], [0.25319, -0.63490, -2.96766], [-0.89404, -1.38974, -2.86677], [-0.85083, -2.63192, -2.22307], [0.37289, -3.12113, -1.74383], [1.51536, -2.36072, -1.85559], [-2.07712, -3.29365, -1.92449], [-3.07509, -3.78191, -1.60461], [2.60794, 0.60605, -3.09728], [3.57286, -0.75896, -2.45835], [0.21183, 0.34219, -3.43676], [-1.83835, -1.01521, -3.24545], [0.41206, -4.08360, -1.24887], [2.45720, -2.72729, -1.45967], [7.22973, -1.39525, 1.82132], [5.35019, -1.61062, 0.28335], [5.51461, -3.19070, -1.56454], [3.23120, -2.05632, 1.53222], [5.12492, 0.73893, -0.73153], [5.21727, 1.26783, 4.23142], [4.36869, 1.85506, 3.15614], [4.17387, 3.15806, 2.72415], [3.34299, 3.05515, 1.59992], [3.02976, 1.78325, 1.38264], [3.65113, 1.08004, 2.34254], [2.88191, 4.12217, 0.66296], [5.81021, 2.04819, 4.70764], [5.89089, 0.52234, 3.79814], [4.61033, 0.77552, 4.99381], [4.61200, 4.05197, 3.13745], [3.58828, 0.04142, 2.29470], [3.25591, 5.09618, 0.97920], [1.79148, 4.17026, 0.62160], [3.24864, 3.91450, -0.34393]],
  "e_lumo_ev": 3.67,
  "largest_force_ev_per_a": 0.178,
  "energy_ev": -306647.390,
  "e_homo_ev": -1.348,
  "total_charge": -2
}

Relative energy (zero: lowest compared OMol25 entry of this formula, charge and spin) (kcal per mole)
58.8; 116.4; 38.5; 392.6; 14.3; 0.0